1.
{"formula": "C7H14O5Se", "method": "ωB97M-V/def2-TZVPD", "orbital_gap_ha": [0.2677, 0.3179], "energy_ha": -3052.605468, "lumo_ev": [0.0, 0.2], "relative_energy_ev": 1.822, "symbols": ["C", "C", "C", "C", "C", "C", "C", "O", "O", "O", "O", "O", "Se", "H", "H", "H", "H", "H", "H", "H", "H", "H", "H", "H", "H", "H", "H"], "xyz": [[-0.539, -1.407, 0.414], [-1.272, -0.158, 0.920], [0.965, -1.239, 0.673], [-0.738, 1.082, 0.194], [1.420, 0.098, 0.171], [1.438, -0.606, -2.474], [-1.372, 2.360, 0.763], [0.668, 1.208, 0.321], [-1.061, -2.525, 1.093], [-2.649, -0.246, 0.673], [1.734, -2.253, 0.094], [-1.172, 3.489, -0.035], [3.259, 0.473, 0.351], [-0.716, -1.510, -0.668], [-1.082, -0.057, 2.001], [1.136, -1.317, 1.757], [-0.986, 0.985, -0.877], [2.416, -1.030, -2.608], [1.329, 0.411, -2.796], [0.599, -1.251, -2.661], [-0.900, 2.586, 1.722], [-2.439, 2.156, 0.919], [-0.448, -3.260, 0.968], [-2.932, -1.120, 0.968], [1.815, -2.038, -0.857], [-1.560, 3.338, -0.904], [3.088, 1.829, -0.122]], "forces_ev_per_angstrom": [[0.23, 0.53, 0.05], [0.65, -0.30, -0.09], [-0.52, 0.27, -0.14], [-0.87, 0.09, 0.09], [0.00, 0.16, -1.38], [-0.24, 0.30, 1.12], [-0.06, -0.71, 0.07], [0.32, -0.32, 0.24], [-0.03, -0.12, 0.19], [-0.31, -0.05, -0.09], [0.16, -0.52, -0.18], [0.18, 0.42, -0.45], [0.51, -0.38, 0.27], [0.09, 0.11, 0.13], [0.05, 0.01, -0.06], [-0.04, 0.07, -0.04], [0.04, 0.00, 0.13], [0.33, -0.11, 0.04], [-0.03, 0.34, -0.04], [-0.25, -0.19, -0.13], [-0.08, -0.11, 0.00], [0.16, 0.03, 0.04], [-0.07, -0.02, -0.04], [-0.04, 0.02, -0.02], [-0.11, 0.08, 0.34], [-0.03, 0.03, 0.07], [-0.05, 0.39, -0.12]]}


2.
{"formula": "C28H55ClFN4O2S2", "method": "ωB97M-V/def2-TZVPD", "orbital_gap_ha": 0.2857, "charge": 1, "energy_ha": -2825.318775, "lumo_ev": -2.9, "symbols": ["C", "C", "C", "C", "N", "C", "C", "C", "C", "C", "N", "C", "O", "C", "C", "C", "C", "C", "C", "C", "C", "C", "C", "C", "Cl", "N", "C", "C", "O", "F", "C", "N", "C", "S", "S", "C", "C", "C", "H", "H", "H", "H", "H", "H", "H", "H", "H", "H", "H", "H", "H", "H", "H", "H", "H", "H", "H", "H", "H", "H", "H", "H", "H", "H", "H", "H", "H", "H", "H", "H", "H", "H", "H", "H", "H", "H", "H", "H", "H", "H", "H", "H", "H", "H", "H", "H", "H", "H", "H", "H", "H", "H", "H"], "xyz": [[1.465, -2.674, 2.597], [2.539, -2.124, 1.528], [1.888, -1.127, 0.427], [2.591, -1.304, -1.024], [3.429, -0.137, -1.431], [2.639, 0.823, -2.314], [3.025, 2.301, -1.822], [2.031, 3.461, -2.318], [0.499, 3.015, -2.455], [-0.146, 2.434, -1.109], [-1.119, 1.306, -1.313], [-2.044, 1.108, -0.142], [-2.195, -0.326, 0.036], [-3.354, -0.817, -0.715], [-3.247, -2.441, -0.745], [-1.798, -2.778, -1.350], [-4.481, -3.139, -1.495], [-4.294, -4.707, -1.804], [-3.644, -4.923, -3.285], [-3.539, -5.539, -0.654], [-1.524, 1.723, 1.245], [-2.832, 1.757, 2.229], [-2.631, 0.936, 3.589], [-3.754, 1.510, 4.635], [-1.007, 1.184, 4.407], [-1.028, 3.131, 1.172], [0.120, 3.396, 2.072], [-0.462, 4.332, 3.270], [-1.491, 5.014, 3.186], [0.286, 4.414, 4.497], [-0.798, 3.605, -0.217], [-2.030, 4.213, -0.846], [4.612, -0.536, -2.236], [4.582, -1.761, -3.394], [6.180, 0.427, -1.927], [6.820, 0.103, -0.209], [5.735, -0.457, 0.827], [4.922, 0.743, 1.575], [0.689, -3.293, 2.011], [0.998, -1.790, 3.160], [1.966, -3.358, 3.380], [3.395, -1.602, 2.103], [3.019, -3.057, 1.036], [0.760, -1.387, 0.394], [1.978, -0.017, 0.741], [1.763, -1.568, -1.792], [3.240, -2.257, -0.952], [2.967, 0.668, -3.406], [1.544, 0.536, -2.166], [4.092, 2.529, -2.205], [3.085, 2.330, -0.669], [2.164, 4.347, -1.587], [2.407, 3.862, -3.337], [-0.068, 3.925, -2.892], [0.455, 2.217, -3.293], [0.715, 1.997, -0.469], [-1.615, 1.441, -2.216], [-0.573, 0.418, -1.421], [-3.100, 1.497, -0.412], [-4.356, -0.493, -0.260], [-3.327, -0.476, -1.818], [-3.318, -2.760, 0.364], [-1.040, -2.607, -0.492], [-1.564, -2.053, -2.208], [-1.667, -3.847, -1.718], [-4.799, -2.633, -2.472], [-5.391, -3.056, -0.786], [-5.355, -5.164, -1.888], [-4.496, -4.645, -4.018], [-2.796, -4.193, -3.504], [-3.391, -6.014, -3.498], [-2.453, -5.735, -1.004], [-3.994, -6.593, -0.522], [-3.517, -4.992, 0.348], [-0.729, 0.982, 1.650], [-3.139, 2.849, 2.384], [-3.712, 1.250, 1.670], [-2.872, -0.185, 3.493], [-3.964, 2.605, 4.359], [-3.256, 1.554, 5.677], [-4.686, 0.857, 4.686], [0.603, 2.441, 2.510], [0.973, 3.995, 1.609], [-0.019, 4.464, -0.217], [-2.253, 5.063, -0.307], [-1.867, 4.421, -1.839], [7.711, -0.608, -0.316], [7.218, 1.097, 0.203], [5.028, -1.244, 0.386], [6.327, -0.988, 1.669], [5.366, 0.885, 2.633], [3.817, 0.501, 1.732], [5.091, 1.733, 1.001]], "forces_ev_per_angstrom": [[0.46, 0.15, -0.37], [0.24, -0.18, 0.70], [0.11, -0.24, 0.12], [-0.80, -1.60, 0.49], [0.28, -0.98, -1.66], [0.89, 0.75, 0.65], [-0.18, 0.24, -0.06], [0.68, 0.24, 0.05], [0.08, -0.11, -1.07], [1.80, 2.01, 0.62], [0.74, -0.15, -0.77], [-2.24, -0.87, 1.41], [-0.65, 1.87, -0.77], [-0.68, -1.92, -0.86], [0.12, 0.54, 0.13], [0.17, 0.20, 0.89], [-0.60, -0.25, 0.55], [-0.24, -0.55, -0.51], [-1.47, 0.53, 0.09], [0.61, -0.38, -0.63], [-1.15, -0.51, 0.36], [0.44, -1.21, -0.58], [-2.66, 0.61, 0.68], [1.26, 0.36, 0.44], [-0.73, -0.27, -0.83], [1.50, -0.34, -1.41], [0.24, 0.33, 1.62], [-2.53, 2.16, 0.78], [4.29, -2.92, 0.28], [-1.12, -0.58, -2.95], [0.88, 0.90, -0.86], [0.77, -1.19, 0.75], [0.24, -1.32, 0.17], [0.11, 2.12, 1.78], [-0.90, -0.49, -0.26], [-0.29, -0.41, 1.24], [0.28, 0.16, 1.13], [0.78, -0.06, 0.12], [0.95, 1.05, 1.13], [0.40, -1.37, -0.87], [-0.75, 1.09, -1.34], [-1.37, -0.77, -0.99], [-0.83, 1.62, 0.50], [1.69, 0.43, -0.19], [-0.10, -1.70, -0.31], [1.38, 0.51, 0.94], [-0.93, 1.70, -0.24], [-0.94, 0.26, 1.48], [1.40, 0.60, -0.33], [-1.77, -0.36, 0.72], [-0.12, -0.33, -1.79], [-0.46, -1.35, -1.14], [-0.90, -0.72, 1.54], [0.62, -1.51, 0.97], [0.03, 1.11, 1.33], [-1.43, 0.65, -1.00], [0.01, -0.05, 0.76], [-0.52, 0.60, 0.17], [2.03, -0.01, 0.29], [1.54, -0.23, -0.41], [0.07, -0.25, 1.55], [0.37, 0.38, -1.78], [-1.04, -0.24, -1.57], [-0.26, -1.05, 1.06], [-0.34, 1.56, 0.55], [0.67, -0.48, 1.27], [1.38, 0.02, -1.08], [1.63, 0.92, 0.18], [1.43, -0.43, 0.99], [-0.94, -1.28, 0.37], [-0.06, 1.53, 0.43], [-1.64, 0.40, 0.80], [0.56, 1.85, -0.15], [-0.09, -0.86, -1.35], [-1.19, 1.20, -0.60], [0.77, -1.63, -0.01], [1.29, 0.70, 1.02], [1.04, 1.73, -0.15], [-0.03, -1.74, 0.41], [-1.04, -0.27, -1.63], [1.23, 1.02, -0.26], [-0.95, 1.56, -0.56], [-1.27, -0.68, 0.38], [-0.79, -1.72, 0.37], [0.05, -0.57, -0.60], [-0.03, 0.20, 0.78], [-1.42, 0.93, 0.07], [-0.59, -1.36, -0.79], [1.14, 1.28, 0.44], [-0.89, 0.68, -1.49], [-0.65, -0.15, -1.72], [1.53, 0.48, -0.49], [-0.62, -1.59, 0.88]]}


3.
{"formula": "C3H6N2O2", "method": "ωB97M-V/def2-TZVPD", "orbital_gap_ha": 0.3015, "energy_ha": -377.697277, "lumo_ev": -0.8, "relative_energy_ev": 7.131, "symbols": ["C", "O", "C", "N", "N", "C", "O", "H", "H", "H", "H", "H", "H"], "xyz": [[-1.701, -0.291, -1.016], [-1.183, -0.015, 0.291], [0.139, 0.159, 0.406], [0.778, 0.915, -0.584], [0.635, -0.057, 1.742], [1.518, -0.677, 0.784], [2.318, 0.161, 0.219], [-2.525, -0.997, -0.880], [-0.926, -0.722, -1.655], [-2.085, 0.624, -1.475], [0.349, 1.867, -0.611], [1.088, 0.788, 2.102], [1.595, -1.754, 0.677]], "forces_ev_per_angstrom": [[-0.17, -0.03, -0.23], [0.11, 0.02, 0.10], [-0.57, 0.48, 0.02], [-0.37, 0.44, 0.03], [0.06, 0.08, -0.52], [0.90, -0.25, 0.29], [0.24, -0.51, 0.38], [0.15, 0.11, -0.01], [-0.10, 0.07, 0.11], [0.08, -0.14, 0.07], [-0.18, -0.29, -0.11], [-0.05, -0.13, -0.08], [-0.11, 0.14, -0.04]]}


4.
{"formula": "Cl8O2Si3", "method": "ωB97M-V/def2-TZVPD", "orbital_gap_ha": 0.3473, "energy_ha": -4701.049394, "lumo_ev": -0.4, "symbols": ["Cl", "Cl", "Cl", "Cl", "Cl", "Cl", "Cl", "Cl", "O", "O", "Si", "Si", "Si"], "xyz": [[1.025, -0.885, 2.266], [4.021, -1.252, 0.649], [2.391, 2.021, 0.701], [-1.214, -2.234, 0.994], [-3.552, -1.919, -1.507], [-3.368, 0.416, 0.973], [0.006, 2.100, 0.760], [0.532, 2.151, -2.549], [1.260, -0.308, -0.645], [-1.230, -0.001, -1.185], [2.187, -0.113, 0.698], [-2.256, -0.869, -0.249], [0.197, 0.892, -0.906]], "forces_ev_per_angstrom": [[1.84, 1.16, -0.49], [-2.01, 1.45, -0.07], [5.93, -2.18, 0.34], [-1.54, 0.63, -1.42], [0.86, 0.67, 0.81], [0.67, -0.85, -0.74], [-5.66, -0.33, -0.77], [-0.14, -1.18, 1.21], [0.98, 0.40, 0.40], [0.96, 0.82, 0.79], [1.19, -0.48, 0.90], [-0.33, -0.34, 0.30], [-2.76, 0.24, -1.26]]}